Below is a structure of composition C49H58Cl5N5O3PPb, with properties calculated with ωB97M-V/def2-TZVPD.

The geometry in XYZ format:
```
122
Properties=species:S:1:pos:R:3:mulliken_charge:R:1
Pb -1.43644 -1.42453 -0.85840 0.78
O -1.43757 -3.30689 3.37627 -0.81
C -1.85122 -2.58356 2.44924 -0.35
N -1.48240 -2.56449 1.17921 0.10
C -0.74536 -4.54586 -0.02735 -0.35
O -0.95566 -5.51207 0.67006 -0.65
C -0.99152 -4.69635 -1.50984 0.39
C -0.77287 -5.89401 -2.17554 -0.80
C -1.11073 -5.98993 -3.51382 -0.47
C -1.69593 -4.89375 -4.13067 -0.78
C -1.89391 -3.74114 -3.38922 -0.16
N -1.52997 -3.63840 -2.11062 0.23
C -2.91521 -1.54971 2.83047 0.15
C -3.60429 -1.75961 4.02481 -0.70
C -4.54015 -0.83160 4.44192 -0.61
C -4.76546 0.29037 3.65427 -0.99
C -4.01911 0.42896 2.49820 -0.07
N -3.10578 -0.45544 2.09254 0.94
H -0.34416 -6.71966 -1.62316 0.50
H -0.94244 -6.90825 -4.06492 0.42
H -2.01103 -4.93788 -5.16649 0.46
H -2.36017 -2.86188 -3.81913 0.16
H -3.36069 -2.64426 4.59690 0.55
H -5.07908 -0.97086 5.37189 0.41
H -5.49984 1.03835 3.92932 0.47
H -4.16124 1.29320 1.85536 0.18
Cl -5.23321 -2.17825 -0.38330 -0.17
C -4.85791 -0.82926 -1.42916 0.91
C -3.72565 -0.93743 -2.22683 -1.65
C -3.65074 0.01647 -3.23141 0.86
Cl -2.46447 -0.19436 -4.51387 -0.13
C -4.48569 1.13338 -3.31317 -0.24
Cl -4.26809 2.34917 -4.53308 -0.22
C -5.51569 1.27527 -2.38528 0.43
Cl -6.53118 2.67292 -2.40460 -0.21
C -5.74024 0.24967 -1.46788 -0.27
Cl -7.10910 0.34165 -0.40703 -0.20
C 0.36762 1.64563 -3.10204 -0.93
N 1.35317 0.89509 -3.87133 0.47
C 2.26495 1.64071 -4.72412 -0.58
C 2.90051 0.73348 -5.75765 -0.82
C 3.43898 -0.49532 -5.04900 -0.62
N 2.34627 -1.16990 -4.37914 0.30
C 2.46085 -2.60079 -4.15631 -0.99
C 1.34735 -0.46689 -3.73617 -0.24
O 0.47649 -1.04148 -3.08143 -0.12
H 0.63819 2.69994 -3.13680 0.55
H 0.35974 1.30545 -2.06748 0.01
H -0.63663 1.52352 -3.50333 0.14
H 3.04857 2.11118 -4.11913 0.27
H 1.70725 2.43974 -5.21329 0.51
H 3.69477 1.26330 -6.28451 0.41
H 2.14625 0.41890 -6.48297 0.28
H 4.22616 -0.20606 -4.33872 0.22
H 3.88098 -1.19150 -5.76264 0.40
H 2.58949 -3.11860 -5.11120 0.40
H 1.55256 -2.95307 -3.67643 0.13
H 3.31340 -2.83833 -3.50923 0.31
C -0.37801 -3.16997 0.46782 0.19
C 1.04852 -3.11084 0.90890 0.02
C 2.05026 -2.89143 -0.04700 -0.11
C 3.39777 -2.95864 0.29050 -0.18
C 3.78080 -3.20543 1.60327 -0.51
C 2.79736 -3.38959 2.57101 -0.94
C 1.44977 -3.35398 2.23165 0.19
H 1.75120 -2.66419 -1.06925 0.05
H 4.15878 -2.80941 -0.47035 0.42
H 4.83094 -3.25305 1.86936 0.39
H 3.08882 -3.59519 3.59618 0.41
H 0.68230 -3.52209 2.97883 0.62
C -2.72620 4.76643 0.15817 -1.00
C -1.23682 5.19131 0.15469 -0.96
C -0.38626 4.23391 0.99639 -0.99
C -0.41374 2.83961 0.36513 0.37
C -1.87864 2.39001 0.05028 1.59
C -2.91931 3.32974 0.65641 -1.27
P 0.51536 1.42122 1.18044 0.96
C 2.27811 2.05280 1.29634 -0.05
C 2.85925 2.35122 -0.10345 -1.53
C 3.33219 1.05434 -0.76768 1.23
C 4.55515 0.48121 -0.02851 -0.77
C 4.56488 0.91434 1.44161 -1.70
C 3.14018 0.96097 1.99266 0.15
C -0.09886 1.46604 2.94716 1.08
C -0.04726 0.06031 3.59296 0.59
C 1.13118 -0.21672 4.52034 -0.39
C 1.23955 0.87591 5.57805 -1.29
C 1.48688 2.21210 4.88530 -0.71
C 0.35786 2.58396 3.91559 -1.38
H -3.13583 4.84707 -0.85283 0.33
H -3.30857 5.44390 0.78819 0.42
H -1.13570 6.20900 0.53780 0.45
H -0.84753 5.19751 -0.86863 0.31
H -0.79644 4.21132 2.00614 0.21
H 0.64281 4.59736 1.05848 0.51
H 0.09442 2.93735 -0.59388 -0.20
H -2.05397 1.36723 0.39761 -1.17
H -2.03303 2.37347 -1.03555 0.16
H -2.85800 3.29529 1.74900 0.36
H -3.92465 2.99196 0.39175 0.50
H 2.29341 2.96852 1.89518 0.89
H 3.71040 3.03557 -0.01058 0.54
H 2.12924 2.86193 -0.73084 0.44
H 3.57895 1.22596 -1.81443 0.34
H 2.50884 0.33161 -0.74956 -0.72
H 5.48095 0.80533 -0.51525 0.38
H 4.52458 -0.60899 -0.07314 -0.10
H 5.02245 1.90343 1.54657 0.34
H 5.16951 0.22268 2.03203 0.53
H 3.17338 1.14551 3.06307 0.09
H 2.68355 -0.02843 1.85339 -0.36
H -1.16071 1.63736 2.73533 -0.40
H -0.07238 -0.69547 2.80748 -1.13
H -0.95603 -0.07572 4.18657 0.68
H 2.06802 -0.27125 3.95820 0.00
H 0.97413 -1.19663 4.97801 0.53
H 2.04422 0.65934 6.28735 0.48
H 0.30198 0.92665 6.14663 0.42
H 2.43632 2.15576 4.34360 0.25
H 1.58788 3.01998 5.61587 0.46
H 0.67746 3.46875 3.36821 0.32
H -0.51438 2.87670 4.51266 0.49
```

## Properties
gap between HOMO and LUMO: 5.7 eV
charge: -1
HOMO: -3.5 eV
energy above the lowest of the compared OMol25 structures with the same formula, charge and spin: 49.0 kcal per mole
LUMO energy: 2.126 eV


Below is a structure of composition C49H59N7OS2Sc, with properties calculated with ωB97M-V/def2-TZVPD.

The geometry in XYZ format:
```
119
Properties=species:S:1:pos:R:3:mulliken_charge:R:1
Sc 0.00893 -0.56580 -0.21600 -0.49
C 5.92121 -3.05035 -1.69424 -0.51
C 4.68474 -3.87633 -1.34265 -1.27
C 3.65785 -3.10928 -0.56553 0.53
C 3.46113 -3.10599 0.82657 0.47
C 4.26566 -3.85191 1.84638 -1.19
C 5.41646 -3.01694 2.41184 -1.10
C 2.40462 -2.21786 1.08076 -0.42
N 1.93933 -1.66837 -0.10650 0.54
C 2.70951 -2.23021 -1.07806 -0.77
C 2.45253 -1.89829 -2.52676 0.88
C 2.63356 -0.44252 -2.79399 -1.77
C 3.47881 0.52061 -3.21304 1.35
C 4.92860 0.39696 -3.55206 -1.35
C 5.82330 0.74056 -2.35977 -1.18
C 2.72128 1.76622 -3.18189 0.95
C 1.45119 1.50902 -2.74738 -0.37
C 0.40710 2.45182 -2.42326 -0.42
C -0.37619 2.46631 -1.32459 0.38
N -0.40064 1.52890 -0.28132 -0.20
C -1.16100 2.07145 0.71259 0.70
C -1.38658 1.53982 1.97086 -1.38
C -0.65969 0.47025 2.52700 0.41
N 0.22711 -0.26198 1.83070 -0.48
C 0.88061 -1.10310 2.73245 0.01
C 1.87194 -1.96033 2.37501 -0.40
C 0.31792 -0.87989 4.04964 0.83
C -0.65100 0.06995 3.92426 0.71
C -1.49360 0.70190 4.98679 -1.27
C -0.87288 1.98630 5.53957 -0.88
C 0.79607 -1.54822 5.29808 -1.12
C 2.08986 -0.92553 5.82992 -1.03
C -1.71409 3.36298 0.27551 0.46
C -1.24802 3.59364 -0.96717 0.68
C -1.44360 4.80374 -1.82246 -1.38
C -0.31511 5.82536 -1.65898 -0.94
C -2.55951 4.24672 1.13496 -1.05
C -1.73886 5.02744 2.16424 -1.02
N 1.38250 0.12549 -2.51699 0.74
C 3.25312 3.11212 -3.56678 -0.95
C 2.84282 3.51406 -4.98506 -1.28
H 6.65348 -3.64185 -2.24458 0.47
H 6.40173 -2.66575 -0.79386 0.13
H 5.65265 -2.18883 -2.30810 -0.22
H 4.98755 -4.75319 -0.76680 0.35
H 4.24059 -4.27304 -2.26133 0.44
H 4.66355 -4.76454 1.39715 0.47
H 3.62433 -4.18617 2.66658 0.42
H 6.11091 -2.72915 1.62184 0.22
H 5.97472 -3.56870 3.16877 0.42
H 5.03975 -2.09792 2.86409 0.23
H 2.98503 -2.56450 -3.20167 0.60
H 5.16118 1.05079 -4.39603 0.42
H 5.13585 -0.62032 -3.89183 0.55
H 5.68016 1.77542 -2.04600 0.40
H 6.87594 0.60611 -2.60844 0.39
H 5.58691 0.10351 -1.50608 0.26
H 0.34647 3.31712 -3.07068 0.56
H -2.04576 2.08630 2.62957 0.61
H 2.31979 -2.53522 3.17788 0.35
H -1.65467 -0.00950 5.79946 0.48
H -2.48505 0.92059 4.58012 0.39
H 0.09729 1.78322 5.99365 0.23
H -1.51390 2.44056 6.29522 0.41
H -0.71515 2.71664 4.74419 0.08
H 0.95491 -2.61328 5.10709 0.36
H 0.01923 -1.48639 6.06246 0.36
H 2.89278 -0.99847 5.09559 0.21
H 2.41507 -1.42741 6.74105 0.42
H 1.94706 0.13139 6.05560 0.23
H -2.39659 5.27191 -1.56793 0.56
H -1.52426 4.50338 -2.86983 0.40
H -0.26962 6.19101 -0.63290 0.24
H -0.46741 6.68048 -2.31710 0.41
H 0.65440 5.38375 -1.89274 0.13
H -3.31682 3.64598 1.64728 0.41
H -3.10839 4.94574 0.50068 0.41
H -1.18475 4.35533 2.82035 0.11
H -2.38424 5.65145 2.78239 0.43
H -1.01351 5.67446 1.67045 0.23
H 4.34160 3.10627 -3.49236 0.36
H 2.90388 3.85856 -2.84928 0.32
H 3.20415 2.78768 -5.71430 0.32
H 3.24899 4.49010 -5.24953 0.42
H 1.75700 3.55986 -5.08140 0.30
N 0.97308 -1.96035 -2.71463 -0.06
C 0.36506 -0.79212 -2.55841 -0.85
H 0.47942 -2.82350 -2.54570 0.38
C -3.05317 -3.03703 1.59815 -1.13
S -1.27238 -3.18411 1.54682 0.85
C -1.13117 -4.90297 1.08702 -1.18
O -0.87758 -2.45723 0.26939 -0.28
H -3.49059 -3.40409 0.67106 0.38
H -3.27409 -1.97858 1.72909 0.23
H -3.42089 -3.59611 2.45832 0.52
H -1.53178 -5.51783 1.89235 0.45
H -0.06909 -5.10636 0.96109 0.31
H -1.67140 -5.07727 0.15790 0.36
S -6.27416 -0.69131 -3.57290 -0.10
C -4.77900 -0.64693 -2.60778 0.06
C -4.39810 0.49340 -1.91904 -1.04
C -3.22251 0.47685 -1.18720 -0.22
N -2.42094 -0.58777 -1.10405 0.96
C -2.78944 -1.67578 -1.78714 -0.31
C -3.94433 -1.75489 -2.54320 -1.01
C -7.44072 -0.60470 -2.22666 0.21
C -8.15281 0.56008 -1.98594 -0.07
C -9.05470 0.57552 -0.92899 -0.37
N -9.26938 -0.46342 -0.13045 -0.56
C -8.58794 -1.57829 -0.37939 -0.42
C -7.67220 -1.70446 -1.41230 -0.19
H -5.00299 1.38947 -1.94620 0.53
H -2.91665 1.36159 -0.64993 0.27
H -2.12533 -2.52676 -1.71755 0.54
H -4.19004 -2.66381 -3.07496 0.49
H -8.01411 1.43495 -2.60625 0.42
H -9.62601 1.47183 -0.71624 0.36
H -8.79013 -2.41924 0.27438 0.36
H -7.15772 -2.64094 -1.58201 0.40
```

## Properties
gap between HOMO and LUMO: 5.7 eV
charge: +1
HOMO: -8.8 eV
energy above the lowest of the compared OMol25 structures with the same formula, charge and spin: 48.7 kcal per mole
LUMO energy: -3.071 eV


Question: The lowest LUMO energy belongs to which entry?
Answer: C49H59N7OS2Sc